{"formula": "C17H45CuO16S5", "method": "ωB97M-V/def2-TZVPD", "symbols": ["Cu", "C", "C", "O", "H", "H", "H", "H", "H", "O", "S", "O", "O", "C", "C", "C", "H", "H", "H", "H", "H", "H", "H", "H", "O", "S", "O", "O", "C", "C", "C", "H", "H", "H", "H", "H", "H", "H", "H", "O", "S", "O", "O", "C", "C", "C", "H", "H", "H", "H", "H", "H", "H", "H", "O", "S", "O", "O", "C", "C", "C", "H", "H", "H", "H", "H", "H", "H", "H", "O", "S", "O", "O", "C", "C", "C", "H", "H", "H", "H", "H", "H", "H", "H"], "positions_angstrom": [[-3.275, 4.404, 0.328], [0.945, -0.836, -1.187], [0.260, -0.322, 0.171], [-0.610, 0.735, 0.047], [0.186, -1.194, -1.882], [1.667, -1.621, -0.961], [1.360, 0.027, -1.708], [1.196, -0.027, 0.644], [-0.149, -1.145, 0.757], [-6.872, -2.310, 3.147], [-7.652, -1.355, 3.930], [-8.487, -0.281, 3.340], [-8.604, -2.323, 4.950], [-9.661, -1.685, 5.666], [-10.982, -2.131, 5.200], [-6.521, -0.637, 5.223], [-9.485, -0.609, 5.639], [-9.520, -2.053, 6.683], [-11.182, -3.201, 5.256], [-11.247, -1.803, 4.195], [-11.682, -1.661, 5.891], [-5.657, -0.267, 4.669], [-6.022, -1.309, 5.921], [-7.218, 0.098, 5.625], [-3.963, -4.118, -4.854], [-5.264, -4.134, -4.162], [-6.499, -4.263, -4.930], [-5.201, -5.414, -3.091], [-6.265, -5.658, -2.199], [-6.935, -6.921, -2.570], [-5.457, -2.774, -2.961], [-7.025, -4.893, -2.040], [-5.837, -5.947, -1.239], [-7.868, -7.113, -2.041], [-6.255, -7.774, -2.598], [-7.268, -6.897, -3.608], [-4.745, -2.810, -2.136], [-6.515, -2.597, -2.768], [-5.230, -1.845, -3.484], [-0.515, 5.190, -3.819], [0.283, 5.041, -5.030], [0.354, 6.032, -6.132], [1.855, 4.730, -4.629], [2.924, 4.481, -5.529], [4.244, 4.926, -5.106], [-0.170, 3.393, -5.669], [2.795, 5.094, -6.422], [2.927, 3.433, -5.826], [4.367, 6.006, -5.032], [5.060, 4.562, -5.730], [4.403, 4.451, -4.138], [-0.353, 2.758, -4.802], [0.624, 3.048, -6.331], [-1.221, 3.484, -5.944], [6.454, 6.318, 1.294], [5.837, 5.682, 2.473], [6.207, 4.278, 2.819], [6.071, 6.576, 3.864], [7.367, 6.564, 4.282], [8.124, 7.722, 3.586], [4.052, 5.757, 2.290], [7.864, 5.604, 4.147], [7.369, 6.635, 5.369], [7.381, 8.505, 3.434], [8.518, 7.399, 2.622], [8.899, 8.213, 4.173], [3.781, 5.481, 1.271], [3.764, 6.799, 2.432], [3.555, 5.024, 2.926], [8.189, -3.215, -1.140], [8.092, -4.447, -0.362], [9.335, -5.144, -0.103], [7.269, -4.263, 1.090], [6.028, -3.583, 1.196], [4.968, -4.494, 1.855], [6.831, -5.671, -1.085], [5.838, -3.037, 0.273], [6.275, -2.815, 1.930], [4.170, -3.896, 2.296], [5.379, -5.090, 2.670], [4.411, -5.185, 1.223], [6.485, -6.195, -0.194], [7.381, -6.363, -1.722], [6.066, -5.122, -1.635]], "forces_ev_per_a": [[0.113, -0.062, -0.110], [-1.547, 0.818, 0.197], [0.330, -0.527, -1.246], [0.904, -0.611, -0.065], [-0.062, -0.395, 0.210], [-0.018, 0.228, -0.049], [0.492, -0.087, 0.284], [-0.009, 0.772, 0.695], [-0.166, -0.092, -0.016], [-1.487, 1.661, 0.742], [-0.365, -1.455, 1.009], [1.950, -2.222, 1.223], [1.983, 1.080, -2.349], [1.005, -0.342, 0.629], [-1.622, 0.354, -0.311], [-0.651, -0.054, -1.497], [-0.494, 0.074, 0.037], [0.043, 0.296, 0.213], [0.494, -0.031, 0.103], [0.201, 0.100, -0.026], [-0.365, 0.016, -0.068], [-0.429, 0.758, -0.225], [-1.045, -0.495, 0.038], [0.802, 0.268, 0.482], [-2.646, 0.132, 1.832], [0.165, -1.555, -0.243], [1.718, 0.517, 1.125], [1.012, 2.069, -1.649], [-0.577, -1.110, 1.355], [-1.149, -1.183, -2.093], [0.212, 0.836, -1.308], [0.453, 0.522, -0.382], [0.487, 0.994, 0.262], [0.356, -0.111, 0.544], [-0.015, -0.022, 0.655], [-0.086, 0.355, -0.262], [-0.443, -0.536, 0.071], [0.093, -0.785, 0.596], [0.412, -0.130, -0.484], [1.443, 0.489, -1.260], [1.469, -0.199, -2.166], [-0.708, -1.996, 2.729], [-1.645, 0.473, 1.884], [-1.096, 0.481, -3.301], [1.507, -0.116, 2.328], [-0.544, 0.998, 1.304], [-0.922, -0.315, -0.435], [-0.102, -0.115, 0.196], [-0.267, -0.060, 0.135], [-0.385, -0.154, -0.355], [0.542, 0.376, 0.377], [1.017, -0.065, 0.256], [-0.690, -0.051, -0.270], [0.325, 0.209, -1.339], [-1.146, -0.935, 2.473], [1.445, -2.136, -0.379], [-0.768, 3.158, -0.900], [-3.355, -1.299, -2.681], [3.528, 0.662, 1.090], [-0.326, -0.038, 0.372], [0.151, 0.271, -0.029], [-0.128, -0.166, -0.500], [-0.262, 0.509, 0.044], [-0.004, 0.023, -0.271], [-0.016, 0.158, 0.081], [0.179, -0.496, 0.132], [0.594, 0.054, -0.135], [-0.167, -0.166, 0.289], [0.282, 0.408, 0.413], [-0.899, -1.407, 1.354], [-0.651, -0.508, -0.592], [-1.737, 0.631, 0.399], [2.363, -0.785, -1.520], [0.104, 0.376, 1.037], [-0.481, 0.180, -0.473], [1.490, 0.881, 0.521], [-0.643, -0.379, -0.143], [-0.329, 0.257, 0.024], [0.151, 0.356, 0.075], [0.363, 0.204, -0.093], [0.421, -0.047, -0.478], [-0.197, 0.082, -0.264], [-0.017, 0.228, -0.059], [0.064, -0.078, 0.211]], "lowdin_charge": [0.99, -0.05, -0.34, -0.03, 0.06, 0.07, 0.07, 0.12, 0.10, -0.31, 0.71, -0.32, -0.27, -0.32, -0.08, -0.10, 0.11, 0.13, 0.09, 0.09, 0.09, 0.06, 0.08, 0.05, -0.30, 0.69, -0.30, -0.26, -0.33, -0.09, -0.13, 0.12, 0.12, 0.09, 0.09, 0.08, 0.08, 0.07, 0.06, -0.32, 0.69, -0.30, -0.27, -0.33, -0.08, -0.11, 0.12, 0.12, 0.09, 0.10, 0.09, 0.06, 0.07, 0.07, -0.30, 0.72, -0.32, -0.25, -0.33, -0.06, -0.12, 0.11, 0.13, 0.08, 0.07, 0.07, 0.07, 0.07, 0.07, -0.31, 0.69, -0.29, -0.30, -0.27, -0.07, -0.08, 0.12, 0.12, 0.07, 0.08, 0.07, 0.06, 0.06, 0.06], "s_squared": 0.755, "multiplicity": 2, "total_energy_ha": -5509.3216, "de_lowest_kcal_mol": 60.8, "homo_energy_ha": [-0.449, -0.449], "total_charge": 1}